Entry 1:
DFT (ωB97M-V with the def2-TZVPD basis set) results for a structure of composition C5H10N2O in a non-equilibrium geometry.

```
18
Properties=species:S:1:pos:R:3:mulliken_charge:R:1
C -1.07 0.57 0.03 0.2069
C -2.06 0.65 1.14 -1.4143
C 0.01 -0.49 0.12 0.9800
C 1.37 -0.15 -0.43 0.6189
N 2.30 -1.10 -0.12 -0.4828
C 1.61 0.95 -1.17 -1.2939
O -1.24 -0.65 -1.20 -0.5450
N 0.01 -1.34 1.12 -0.9663
H -0.69 -0.38 -1.94 0.3904
H -1.02 1.45 -0.61 0.2196
H 1.99 -1.71 0.63 0.2785
H 3.27 -0.84 -0.13 0.2169
H -0.90 -1.76 1.30 0.2415
H -2.80 -0.16 1.08 0.3520
H -2.63 1.58 1.06 0.3598
H -1.55 0.54 2.10 0.3745
H 0.83 1.65 -1.43 0.1871
H 2.60 1.17 -1.54 0.2760
```

Calculated values
HOMO-LUMO gap ... 8.901 eV
LUMO energy ... 0.7 eV
Net charge ... 0
Energy relative to the best compared isomer or geometry (same formula, charge and spin) ... 90.8 kcal per mole



Entry 2:
DFT (ωB97M-V with the def2-TZVPD basis set) results for a structure of composition C2H6GdO2 in a non-equilibrium geometry.

```
11
Properties=species:S:1:pos:R:3:mulliken_charge:R:1
C 0.02 1.07 1.44 -0.8973
C 0.54 0.46 0.14 -0.3158
O 1.37 -0.67 0.51 -0.4589
H -0.08 0.32 2.24 0.3460
H 0.69 1.86 1.81 0.2794
H -0.97 1.51 1.28 0.2416
H 1.20 1.22 -0.32 0.3404
H 1.47 -1.28 -0.24 0.3269
Gd -1.27 -0.04 -1.52 1.6444
O -1.73 -1.96 -2.36 -0.8024
H -1.23 -2.49 -2.99 0.2956
```

Calculated values
HOMO-LUMO gap (alpha / beta) ... 7.964 / 6.926 eV
LUMO energy (alpha / beta) ... -5.8 / -6.2 eV
Spin multiplicity ... 8
Net charge ... +1